(1)
C56H66FN10O7S2SbSiTi | wB97M-V/def2-TZVPD

Last column: Löwdin charge in e.
CARTESIAN COORDINATES (ANGSTROEM)
Ti: -0.1708 -0.7343 -0.3155  0.768
C: -2.5877 -4.8232 -3.5528  -0.146
C: -2.2561 -3.4836 -3.7284  -0.107
C: -1.6691 -2.7498 -2.7108  -0.058
C: -1.3809 -3.3438 -1.4643  -0.282
C: -1.7262 -4.7014 -1.2926  -0.053
C: -2.3164 -5.4170 -2.3220  -0.133
N: -0.7632 -2.6038 -0.4883  -0.153
N: -0.3078 -3.3245 0.6241  0.044
C: 0.7422 -2.7950 1.1891  -0.387
C: 1.3788 -3.4395 2.3107  -0.037
C: 2.5949 -3.0103 2.7131  -0.116
C: 3.2488 -1.9352 2.0282  -0.127
C: 2.5673 -1.2962 1.0405  -0.202
N: 1.3195 -1.6471 0.6568  -0.047
H: -3.0306 -5.3943 -4.3610  0.077
H: -2.4466 -3.0009 -4.6822  0.088
H: -1.3733 -1.7242 -2.8939  0.058
H: -1.5088 -5.1637 -0.3409  0.080
H: -2.5592 -6.4642 -2.1677  0.084
H: 0.8719 -4.2737 2.7781  0.097
H: 3.0917 -3.4898 3.5503  0.090
H: 4.2402 -1.6040 2.3073  0.085
H: 3.0048 -0.4700 0.4884  0.100
C: -5.1420 0.8186 -1.0430  -0.007
C: -3.9762 1.6064 -0.5748  -0.349
N: -3.9946 2.8164 -0.1232  0.132
N: -2.6658 3.1332 0.0261  0.048
C: -1.8364 2.1328 -0.2763  -0.704
S: -0.1622 2.0595 -0.4104  0.719
N: -2.6834 1.1447 -0.6431  -0.073
N: -2.1826 -0.0319 -1.2016  0.022
H: -6.0502 1.3867 -0.8600  0.081
H: -5.2066 -0.1427 -0.5270  0.081
H: -5.0269 0.6349 -2.1148  0.053
H: -2.4022 3.9553 0.5364  0.149
H: -2.8892 -0.7599 -1.1750  0.110
H: -2.0392 0.1943 -2.2154  -0.066
C: 4.8657 1.4567 6.0447  -0.118
C: 4.1170 0.3266 5.7477  -0.104
C: 3.1431 0.3759 4.7520  -0.128
C: 2.9081 1.5487 4.0337  -0.359
C: 3.6568 2.6830 4.3597  -0.134
C: 4.6266 2.6412 5.3529  -0.103
Sb: 1.4166 1.5587 2.4185  1.562
C: 2.8391 2.7321 1.2158  -0.362
C: 2.5190 3.7805 0.3471  -0.181
C: 3.4709 4.3310 -0.5076  -0.099
C: 4.7733 3.8528 -0.5070  -0.111
C: 5.1182 2.8233 0.3584  -0.095
C: 4.1600 2.2660 1.1960  -0.149
C: 0.4602 3.1630 3.5270  -0.354
C: -0.0970 2.7909 4.7547  -0.144
C: -0.6813 3.7360 5.5884  -0.117
C: -0.7291 5.0724 5.2013  -0.110
C: -0.1989 5.4506 3.9750  -0.099
C: 0.3904 4.5001 3.1428  -0.114
H: 5.6301 1.4192 6.8126  0.088
H: 4.2965 -0.5985 6.2860  0.093
H: 2.5568 -0.5101 4.5269  0.088
H: 3.4795 3.6114 3.8240  0.099
H: 5.2015 3.5311 5.5857  0.091
H: 1.5093 4.1621 0.3041  0.042
H: 3.1806 5.1221 -1.1914  0.097
H: 5.5120 4.2733 -1.1802  0.093
H: 6.1335 2.4429 0.3774  0.096
H: 4.4457 1.4488 1.8507  0.091
H: -0.0765 1.7437 5.0527  0.102
H: -1.1122 3.4358 6.5388  0.099
H: -1.1839 5.8098 5.8541  0.094
H: -0.2355 6.4890 3.6661  0.093
H: 0.8048 4.8120 2.1909  0.075
F: -4.1786 -0.1179 7.5314  0.071
C: -3.8375 0.4838 6.3823  -0.195
C: -3.6204 -0.2510 5.2959  0.042
N: -3.2682 0.2980 4.1031  0.018
C: -2.9288 -0.5527 2.9620  -0.020
C: -1.4277 -0.5242 2.6197  -0.630
O: -0.6472 -0.6081 3.5614  0.000
O: -1.1846 -0.4357 1.3698  -0.192
C: -3.0313 1.6595 3.9967  -0.456
O: -2.5786 2.1631 2.9986  0.112
N: -3.3876 2.3954 5.1120  0.221
C: -3.7277 1.9261 6.3748  -0.423
O: -3.9008 2.6840 7.2952  0.085
H: -3.6851 -1.3301 5.3335  0.151
H: -3.5045 -0.2633 2.0878  0.122
H: -3.1686 -1.5764 3.2428  0.131
H: -3.1552 3.3772 5.0676  0.150
N: 0.7660 -0.5938 -1.7793  -0.111
C: 1.8074 -0.4125 -2.6435  -0.364
C: 2.5866 0.7688 -2.6438  -0.055
C: 3.6299 0.9473 -3.5386  -0.116
C: 3.9580 -0.0384 -4.4654  -0.147
C: 3.2110 -1.2134 -4.4754  -0.135
C: 2.1587 -1.4007 -3.5915  -0.052
H: 2.3364 1.5480 -1.9313  0.077
H: 4.1971 1.8730 -3.5084  0.090
H: 4.7740 0.1086 -5.1642  0.081
H: 3.4488 -1.9946 -5.1918  0.092
H: 1.5747 -2.3155 -3.6026  0.105
C: 0.3532 4.6496 -5.9580  -0.032
C: -0.4372 4.2232 -4.7213  -0.646
C: -0.8132 5.4399 -3.8835  -0.040
C: 0.3839 3.2549 -3.8696  -0.047
O: -1.6747 3.6489 -5.1528  -0.163
Si: -2.0689 2.0988 -5.5881  -0.143
S: -2.7958 0.9704 -4.0318  0.380
O: -0.7089 1.5468 -6.3436  -0.156
C: -0.3276 0.3051 -6.9434  -0.639
C: -0.6791 -0.8980 -6.0704  -0.061
C: 1.1848 0.3754 -7.1085  -0.030
C: -1.0106 0.1797 -8.3047  -0.035
O: -3.1601 2.3169 -6.8432  -0.168
C: -4.5740 2.5021 -6.8906  -0.666
C: -5.0815 3.4031 -5.7571  -0.047
C: -4.8544 3.1840 -8.2279  -0.050
C: -5.2730 1.1432 -6.8466  -0.048
H: 1.2810 5.1597 -5.6775  0.080
H: -0.2559 5.3210 -6.5709  0.082
H: 0.5948 3.7626 -6.5474  0.073
H: 0.0856 5.9696 -3.5522  0.078
H: -1.3752 5.1153 -3.0042  0.081
H: -1.4374 6.1223 -4.4673  0.079
H: 1.2872 3.7473 -3.4929  0.086
H: 0.6833 2.3822 -4.4517  0.075
H: -0.2053 2.9051 -3.0198  0.033
H: -0.2536 -0.7799 -5.0728  0.071
H: -0.2798 -1.8116 -6.5226  0.090
H: -1.7610 -0.9950 -5.9633  0.050
H: 1.6690 0.3832 -6.1290  0.068
H: 1.4615 1.2869 -7.6470  0.082
H: 1.5461 -0.4913 -7.6682  0.084
H: -2.0929 0.2654 -8.1786  0.072
H: -0.7754 -0.7855 -8.7630  0.079
H: -0.6825 0.9835 -8.9712  0.085
H: -4.3980 4.2483 -5.6298  0.084
H: -5.1072 2.8557 -4.8150  0.057
H: -6.0836 3.7758 -5.9922  0.077
H: -4.4715 4.2086 -8.2132  0.082
H: -5.9300 3.2085 -8.4244  0.075
H: -4.3535 2.6419 -9.0336  0.080
H: -5.0020 0.6308 -5.9239  0.043
H: -4.9552 0.5289 -7.6951  0.081
H: -6.3602 1.2733 -6.8854  0.078

- Strongest force on any atom: 3.07 eV/A
- HOMO-LUMO gap: 0.19272 Ha
- Energy above the lowest of the compared OMol25 structures with the same formula, charge and spin: 0.0 kJ/mol
- Calculated total energy: -5523.6424 Ha
- Net charge: -2

***

(2)
C56H67N4O2 | wB97M-V/def2-TZVPD

Last column: Löwdin charge in e.
CARTESIAN COORDINATES (ANGSTROEM)
C: 1.0679 -1.2502 0.0681  -0.048
C: 0.1482 -2.2456 -0.6517  -0.495
C: 0.5447 -2.4187 -2.1468  -0.028
C: 0.2975 -3.6660 -0.1109  -0.060
C: -1.3400 -1.8922 -0.3672  -0.124
C: -2.3184 -2.5482 -1.1152  -0.052
C: -3.6366 -2.5719 -0.6714  -0.071
C: -3.9574 -2.0885 0.5960  -0.060
C: -2.9821 -1.4948 1.4134  -0.093
C: -3.3116 -1.3648 2.9194  -0.535
C: -4.2044 -0.1440 3.1575  -0.046
C: -2.0442 -1.3600 3.7767  -0.048
C: -4.1423 -2.5647 3.4074  -0.061
C: -1.7938 -1.0823 0.7206  -0.063
N: -1.3764 0.2931 0.7871  0.040
C: -1.2514 1.0451 -0.4024  -0.203
C: -0.5285 0.6418 -1.5099  -0.019
C: -0.9713 1.1492 -2.8213  -0.178
C: -0.2449 2.0809 -3.6130  -0.027
C: -0.8803 2.7846 -4.6260  0.007
C: -2.2292 2.4796 -4.9241  -0.154
N: -3.0614 3.5310 -5.4015  -0.317
O: -4.2967 3.3389 -5.4935  0.046
O: -2.5390 4.6461 -5.6416  0.046
C: -2.8661 1.3532 -4.3578  0.020
C: -2.2025 0.6608 -3.3585  -0.015
N: -1.8628 2.2815 -0.1604  0.028
C: -2.4571 3.2325 -1.0949  -0.057
C: -3.8433 3.1304 -1.4427  -0.069
C: -4.8749 2.1806 -0.7634  -0.506
C: -6.1594 2.0291 -1.5956  -0.063
C: -5.2702 2.7916 0.5860  -0.025
C: -4.3375 0.7748 -0.5771  -0.035
C: -4.3592 4.0065 -2.4012  -0.039
C: -3.6316 5.0961 -2.8543  -0.062
C: -2.3774 5.3243 -2.3226  -0.032
C: -1.7309 4.3571 -1.5333  -0.083
C: -0.2751 4.7425 -1.1594  -0.525
C: 0.4417 5.3079 -2.4021  -0.044
C: 0.5818 3.6044 -0.6391  -0.050
C: -0.3587 5.8342 -0.0883  -0.036
C: -2.0265 2.4009 1.2190  -0.053
C: -1.7602 1.2094 1.7799  -0.075
H: 1.2510 -1.5823 1.0928  0.082
H: 1.9944 -1.1206 -0.5030  0.083
H: 0.6763 -0.2418 0.1747  0.067
H: -0.2370 -2.9559 -2.6963  0.080
H: 0.7893 -1.5022 -2.6892  0.087
H: 1.4424 -3.0540 -2.1992  0.079
H: -0.3760 -4.3426 -0.6551  0.104
H: 1.3124 -4.0565 -0.2510  0.072
H: 0.0369 -3.7207 0.9536  0.075
H: -2.0457 -3.0846 -2.0297  0.112
H: -4.3985 -3.0427 -1.2903  0.111
H: -4.9803 -2.2146 0.9599  0.119
H: -5.1201 -0.2101 2.5567  0.092
H: -4.4765 -0.0927 4.2217  0.095
H: -3.7093 0.7965 2.9063  0.053
H: -1.5985 -2.3659 3.7777  0.083
H: -1.2786 -0.6655 3.4255  0.057
H: -2.3162 -1.1017 4.8084  0.096
H: -3.6260 -3.5099 3.2154  0.092
H: -4.2956 -2.4779 4.4893  0.092
H: -5.1328 -2.6062 2.9433  0.079
H: -0.1426 -0.3519 -1.5160  0.039
H: 0.8117 2.2480 -3.3995  0.120
H: -0.4144 3.6173 -5.1555  0.122
H: -3.8874 1.1324 -4.6600  0.124
H: -2.6308 -0.2609 -2.9544  0.108
H: -5.9312 1.7134 -2.6222  0.092
H: -6.8107 1.2594 -1.1526  0.091
H: -6.7377 2.9601 -1.6270  0.085
H: -4.3902 2.9386 1.2222  0.058
H: -5.7437 3.7695 0.4180  0.097
H: -5.9747 2.1399 1.1187  0.092
H: -3.6797 0.6886 0.2834  0.059
H: -5.1572 0.0672 -0.3918  0.090
H: -3.7856 0.4228 -1.4610  0.079
H: -5.3684 3.8791 -2.8042  0.108
H: -4.0686 5.7930 -3.5730  0.121
H: -1.8831 6.2674 -2.5706  0.114
H: 0.0674 6.3007 -2.6826  0.081
H: 1.5161 5.4086 -2.1990  0.089
H: 0.3353 4.6295 -3.2604  0.064
H: 0.2608 3.2713 0.3480  0.077
H: 0.5662 2.7557 -1.3260  0.050
H: 1.6206 3.9486 -0.5552  0.092
H: -0.8836 5.4504 0.7972  0.084
H: 0.6483 6.1434 0.2167  0.091
H: -0.8944 6.7137 -0.4667  0.088
H: -2.3444 3.3222 1.6885  0.137
H: -1.7633 0.9797 2.8375  0.101
C: 1.7984 -4.0294 2.8498  0.015
C: 3.1642 -3.5115 2.9456  -0.132
N: 3.9476 -3.7876 4.0247  -0.009
C: 3.5320 -4.5973 5.1647  0.017
C: 5.2659 -3.4235 3.7716  -0.152
C: 5.3214 -2.9046 2.4512  -0.083
C: 6.5687 -2.8939 1.8402  -0.003
C: 7.7338 -3.1847 2.5699  -0.048
C: 7.6493 -3.6418 3.8888  -0.058
C: 6.3984 -3.7709 4.5074  0.003
C: 3.9308 -2.8268 1.9469  -0.044
C: 3.5028 -2.3200 0.6944  0.073
C: 4.4733 -1.6759 -0.1631  -0.227
C: 5.2733 -0.6176 0.3553  -0.020
C: 6.4973 -0.3184 -0.2245  -0.035
C: 6.9188 -0.9719 -1.3862  -0.262
C: 8.2942 -0.7315 -1.9282  -0.037
C: 6.0365 -1.8621 -2.0155  -0.019
C: 4.7998 -2.1603 -1.4567  0.011
H: 1.6913 -4.5861 1.9148  0.091
H: 1.5082 -4.7100 3.6575  0.092
H: 1.0943 -3.1904 2.8312  0.096
H: 4.2471 -4.4663 5.9820  0.094
H: 2.5375 -4.2846 5.5009  0.103
H: 3.4968 -5.6640 4.9006  0.120
H: 6.6425 -2.6656 0.7814  0.100
H: 8.7046 -3.0615 2.0897  0.113
H: 8.5675 -3.9115 4.4152  0.116
H: 6.3032 -4.1256 5.5300  0.109
H: 2.7050 -2.8855 0.2326  0.086
H: 4.9461 -0.1098 1.2603  0.134
H: 7.1774 0.3980 0.2458  0.132
H: 8.4361 -1.2511 -2.8830  0.084
H: 8.4781 0.3391 -2.0915  0.095
H: 9.0703 -1.0883 -1.2343  0.094
H: 6.3524 -2.3298 -2.9517  0.124
H: 4.1105 -2.8495 -1.9656  0.124

- Strongest force on any atom: 3.65 eV/A
- HOMO-LUMO gap: 0.15751 Ha
- Energy above the lowest of the compared OMol25 structures with the same formula, charge and spin: 0.0 kJ/mol
- Calculated total energy: -2543.1214 Ha
- Net charge: +1

***

(3)
C56H70F3N10O3P | wB97M-V/def2-TZVPD

Last column: Löwdin charge in e.
CARTESIAN COORDINATES (ANGSTROEM)
C: -3.2734 2.7556 2.5206  -0.047
C: -3.6039 1.7309 3.6041  -0.206
O: -4.5212 0.6774 3.2436  -0.080
C: -5.1685 0.8158 2.0562  -0.247
C: -4.5939 0.3039 0.9042  -0.020
C: -5.2080 0.3988 -0.3243  -0.078
C: -6.4381 1.0033 -0.4104  0.031
C: -7.0216 1.5118 0.7138  -0.205
C: -8.3747 2.1886 0.5118  -0.226
N: -8.3371 3.6579 0.7744  -0.006
C: -6.4240 1.4192 1.9831  -0.214
P: -7.4007 2.0918 3.4031  1.047
C: -8.6452 0.7312 3.6961  -0.373
C: -7.9291 -0.6482 3.9159  -0.126
C: -6.4422 2.1115 4.9840  -0.413
C: -7.4897 2.1536 6.1417  -0.158
C: -4.5330 -0.1413 -1.5516  -0.302
O: -5.1584 -0.3656 -2.5761  0.106
C: -3.0776 -0.4030 -1.4507  0.070
C: -2.4309 -0.4948 -0.2931  -0.117
C: -0.9487 -0.7520 -0.2430  -0.098
C: -0.5464 -2.0165 0.5426  -0.039
C: 0.0135 -1.7587 1.9415  -0.612
F: 1.3368 -2.0841 1.9907  0.092
F: -0.0626 -0.4915 2.3552  0.134
F: -0.5869 -2.5396 2.8545  0.129
C: -3.2404 -0.3536 0.9734  -0.217
O: -2.7395 -0.7702 2.0086  0.129
H: -2.4783 3.3864 2.9273  0.089
H: -4.1121 3.3827 2.2159  0.083
H: -2.8331 2.2769 1.6426  0.074
H: -2.6661 1.2317 3.8656  0.119
H: -3.9176 2.2693 4.4984  0.096
H: -6.9083 1.0647 -1.3846  0.132
H: -8.6234 2.0892 -0.5497  0.102
H: -9.1808 1.6928 1.0510  0.095
H: -7.3633 3.8672 0.9582  0.046
H: -8.8965 3.8150 1.6003  0.044
H: -9.2831 0.6099 2.8210  0.051
H: -9.2988 0.9809 4.5292  0.058
H: -8.3717 -1.2090 4.7385  0.068
H: -7.9980 -1.2222 2.9899  0.069
H: -6.8619 -0.4898 4.0805  0.047
H: -5.8923 3.0496 5.0447  0.066
H: -5.8251 1.2342 5.1614  0.065
H: -7.6844 1.1110 6.4144  0.068
H: -8.4528 2.5568 5.8252  0.050
H: -7.0940 2.6401 7.0310  0.070
H: -2.5342 -0.5264 -2.3915  0.118
H: -0.6518 -0.9172 -1.2829  0.111
H: -0.3957 0.1337 0.0759  0.133
H: 0.1844 -2.6292 0.0165  0.129
H: -1.4411 -2.6249 0.6731  0.131
N: 3.9572 -2.3532 3.4639  0.016
C: 5.0559 -1.7769 2.8847  -0.157
C: 5.9271 -1.4347 3.8855  -0.116
C: 5.3315 -1.8229 5.1140  -0.112
C: 4.1191 -2.3888 4.8190  -0.131
H: 3.1528 -2.6985 2.9717  0.118
H: 5.1196 -1.6589 1.8156  0.099
H: 6.8847 -0.9587 3.7505  0.093
H: 5.7453 -1.7013 6.1013  0.094
H: 3.3583 -2.8113 5.4540  0.110
N: 0.3836 -1.2738 6.0723  0.011
C: -0.3608 -1.8323 7.0754  -0.143
C: 0.1692 -1.4232 8.2701  -0.115
C: 1.2754 -0.5801 7.9762  -0.113
C: 1.3802 -0.5064 6.6129  -0.151
H: 0.2220 -1.4069 5.0901  0.119
H: -1.1992 -2.4702 6.8526  0.105
H: -0.1952 -1.6963 9.2465  0.088
H: 1.9187 -0.0852 8.6846  0.089
H: 2.0747 0.0221 5.9818  0.105
N: -0.6144 -1.0008 -4.8122  0.005
C: -1.0655 -2.2845 -4.9597  -0.136
C: 0.0195 -3.1196 -4.9476  -0.102
C: 1.1754 -2.3097 -4.7814  -0.106
C: 0.7521 -1.0092 -4.6990  -0.168
H: -1.1934 -0.1805 -4.7908  0.134
H: -2.1178 -2.4912 -5.0598  0.111
H: -0.0106 -4.1919 -5.0444  0.094
H: 2.1988 -2.6437 -4.7271  0.095
H: 1.3019 -0.0909 -4.5694  0.099
N: -6.6169 5.7306 -0.9700  0.002
C: -5.4888 5.4997 -1.7082  -0.149
C: -4.7835 6.6726 -1.7814  -0.118
C: -5.5146 7.6490 -1.0540  -0.117
C: -6.6385 7.0356 -0.5647  -0.143
H: -7.3242 5.0439 -0.7572  0.098
H: -5.2858 4.5241 -2.1175  0.100
H: -3.8485 6.8146 -2.2978  0.087
H: -5.2463 8.6821 -0.9068  0.087
H: -7.4490 7.4147 0.0343  0.105
N: 2.7469 0.5149 -7.0492  0.027
C: 3.8335 0.3143 -7.8505  -0.141
C: 4.5394 1.4893 -7.9104  -0.111
C: 3.8496 2.4357 -7.1069  -0.101
C: 2.7507 1.8008 -6.5882  -0.168
H: 2.0492 -0.1770 -6.8293  0.121
H: 4.0113 -0.6441 -8.3099  0.109
H: 5.4480 1.6515 -8.4673  0.097
H: 4.1283 3.4615 -6.9298  0.095
H: 1.9721 2.1531 -5.9312  0.098
N: 0.0610 3.5630 -7.4526  0.009
C: -0.6276 4.6232 -7.9717  -0.134
C: -1.9660 4.3787 -7.8089  -0.109
C: -2.0896 3.1209 -7.1618  -0.112
C: -0.8215 2.6450 -6.9543  -0.155
H: 1.0621 3.4692 -7.4390  0.110
H: -0.1084 5.4574 -8.4117  0.107
H: -2.7672 5.0286 -8.1187  0.091
H: -3.0038 2.6236 -6.8819  0.088
H: -0.4716 1.7334 -6.4982  0.082
N: 9.6210 -2.7370 6.5064  0.002
C: 8.7126 -3.1795 5.5827  -0.134
C: 8.9221 -4.5191 5.3962  -0.104
C: 9.9962 -4.9020 6.2449  -0.114
C: 10.4042 -3.7817 6.9179  -0.147
H: 9.7004 -1.7921 6.8322  0.141
H: 8.0008 -2.5051 5.1396  0.073
H: 8.3670 -5.1549 4.7267  0.089
H: 10.4197 -5.8872 6.3485  0.088
H: 11.1806 -3.6376 7.6499  0.103
N: 6.3662 -3.9349 0.6607  0.006
C: 6.7328 -5.2246 0.3929  -0.142
C: 7.5017 -5.2180 -0.7411  -0.114
C: 7.6069 -3.8688 -1.1723  -0.113
C: 6.8984 -3.1022 -0.2854  -0.149
H: 5.7946 -3.6419 1.4337  0.102
H: 6.4156 -6.0332 1.0294  0.104
H: 7.9410 -6.0832 -1.2090  0.088
H: 8.1419 -3.5037 -2.0334  0.089
H: 6.7276 -2.0393 -0.2471  0.100
N: 6.8248 -1.2983 -6.9741  0.008
C: 6.3715 -2.5807 -7.1179  -0.150
C: 7.4562 -3.4170 -7.0956  -0.114
C: 8.6101 -2.6064 -6.9270  -0.115
C: 8.1867 -1.3055 -6.8531  -0.142
H: 6.2441 -0.4766 -6.9594  0.110
H: 5.3197 -2.7876 -7.2238  0.098
H: 7.4262 -4.4899 -7.1884  0.088
H: 9.6326 -2.9403 -6.8661  0.088
H: 8.7356 -0.3880 -6.7258  0.104

- Strongest force on any atom: 1.84 eV/A
- Structure (SMILES): CCOc1c2c(cc(CN)c1P(CC)CC)C(=O)C=C(CCC(F)(F)F)C2=O.c1cc[nH]c1.c1cc[nH]c1.c1cc[nH]c1.c1cc[nH]c1.c1cc[nH]c1.c1cc[nH]c1.c1cc[nH]c1.c1cc[nH]c1.c1cc[nH]c1
- HOMO-LUMO gap: 0.23940 Ha
- Calculated total energy: -3590.0239 Ha